Entry 1:
23
Properties=species:S:1:pos:R:3:forces:R:3 method="wB97M-V/def2-TZVPD" homo_lumo_gap_ha=0.1288
C 0.597819 1.022958 1.342298 1.210 1.615 -0.123
N 1.980272 0.758643 1.422405 -1.059 -0.570 0.691
C -0.445853 -2.701255 -0.907084 0.691 -0.579 -1.286
C 0.696331 -2.129602 -1.313980 -1.153 0.109 -0.170
S -2.641408 0.752958 1.321783 0.517 0.126 0.527
C 0.352383 1.946105 0.139072 -0.235 -0.595 -0.207
H 0.221228 1.425515 2.278916 0.111 -0.208 0.134
H -0.031075 0.092896 1.136820 -0.592 -0.305 0.121
H 2.420502 0.315728 0.554764 -0.053 0.004 -1.472
H -0.479245 -3.739566 -0.572392 -0.027 0.565 1.034
H -1.355366 -2.286129 -1.317821 -0.266 -0.200 -0.013
H 0.596834 -1.381811 -2.098519 0.213 0.449 0.594
H 1.696282 -2.281650 -0.951798 0.030 -0.728 -0.213
H -3.235299 0.856714 2.525357 0.187 -0.225 0.014
H -0.706425 2.187598 0.063996 0.060 0.115 0.182
H 0.604753 1.367084 -0.748870 0.162 0.252 -0.144
H 0.970918 2.842419 0.199114 -0.082 -0.115 0.031
H 3.486499 -0.267949 -0.694408 -0.033 -0.144 -0.319
H 2.333940 0.387613 2.299914 -0.242 0.027 0.116
O 2.523693 -0.307236 -0.821935 0.704 0.673 1.212
H -2.850464 0.158295 -0.607789 -0.260 -0.246 -0.880
H -3.752112 0.778927 -1.673409 0.134 -0.113 -0.046
O -2.984204 0.201738 -1.576438 -0.019 0.093 0.214



Entry 2:
30
Properties=species:S:1:pos:R:3:forces:R:3 method="wB97M-V/def2-TZVPD" homo_lumo_gap_ha="0.1475 / 0.2508" total_charge=-2 spin_multiplicity=9
Ir 1.566367 -1.618604 -3.307092 2.488 -0.120 -0.270
Cl 1.729975 -1.157941 -5.499285 0.158 0.300 -2.082
C 2.074202 -1.155079 -1.454018 0.929 0.287 1.453
C -0.375176 -1.826429 -3.096168 -2.685 -0.716 -0.031
H 2.556045 -0.167884 -1.532081 -0.031 -0.189 0.449
H 1.203668 -1.091525 -0.775651 0.348 -0.075 0.099
H 2.827657 -1.879226 -1.084044 -0.264 0.349 0.281
H -0.663067 -2.429488 -3.979693 -0.508 0.195 0.353
H -0.877396 -0.830896 -3.090694 -0.054 -0.691 -0.045
H -0.530573 -2.387377 -2.151995 -0.340 0.391 -0.421
Cr -0.395983 0.819242 -1.387924 -0.136 -1.017 0.213
C -1.597280 -0.370666 -0.142370 -0.376 -0.041 0.112
C -1.513174 2.214272 -2.397961 -1.208 1.160 -1.602
H -2.357318 0.270605 0.338027 0.100 -0.041 -0.083
H -2.146790 -1.172063 -0.662921 0.079 0.121 -0.028
H -1.052550 -0.846907 0.687876 0.096 0.037 -0.090
H -2.527689 2.105098 -2.877094 0.688 0.030 0.316
H -1.150488 3.234838 -2.718773 -0.211 -0.699 0.485
S 0.804526 2.030472 0.220703 1.123 1.321 0.133
C 0.547790 1.329637 1.766153 0.030 -0.357 0.582
C 1.399008 0.302319 2.240841 -0.456 0.099 0.347
C 1.075391 -0.385733 3.408466 -0.135 0.277 0.072
C -0.059481 -0.024293 4.152523 0.023 0.033 -0.129
C -0.850880 1.058857 3.736337 0.478 -0.179 -0.011
C -0.539350 1.746372 2.567363 0.340 -0.563 0.233
H 2.297236 0.062997 1.669519 -0.365 -0.050 0.048
H 1.716784 -1.205036 3.751530 -0.236 0.247 -0.103
H -0.321816 -0.587667 5.048347 0.042 0.144 -0.143
H -1.707226 1.369738 4.333588 0.094 -0.093 -0.078
H -1.132408 2.592370 2.236483 -0.013 -0.162 -0.061



Entry 3:
70
Properties=species:S:1:pos:R:3:forces:R:3 method="wB97M-V/def2-TZVPD" homo_lumo_gap_ha=0.1877 total_charge=+3
Ga 0.006231 -1.194923 -0.900551 1.303 -1.980 0.470
P -0.681966 1.927728 1.020070 -0.388 0.668 0.268
P -2.318234 -1.117359 -0.994573 -1.245 0.172 -0.717
P 2.801705 1.071183 -0.503557 -0.489 -0.578 0.312
H 0.224589 -2.189363 -7.701138 0.608 -0.103 0.177
C 1.255907 -2.468385 -7.443607 0.281 -0.609 0.132
C 1.548928 -3.551306 -6.706844 0.062 0.399 -0.650
H 0.776000 -4.194341 -6.254036 0.492 0.279 -0.462
C -1.183979 3.474711 0.167205 0.218 -0.365 -0.281
C -2.161294 1.688545 2.080699 -0.019 -0.373 -0.262
C 0.355251 2.647644 2.359344 0.276 -0.303 -0.214
C -2.713296 -2.490337 -2.116002 0.149 -0.088 0.004
C -3.200770 -1.413759 0.572965 0.419 -0.085 0.342
C -2.967057 0.411385 -1.736354 0.242 0.188 0.025
C 3.995301 0.370241 -1.630688 -0.006 -0.069 -0.127
C 3.222858 0.791480 1.214644 -0.071 -0.086 0.170
C 2.461097 2.798239 -0.846560 -0.118 0.223 -0.224
H 2.053666 -1.841742 -7.862373 -0.383 -0.376 0.038
H 2.594460 -3.872036 -6.603333 -0.517 0.171 0.178
H -1.453311 4.233495 0.908817 0.018 -0.080 -0.192
H -2.035972 3.266540 -0.487153 0.099 0.206 0.072
H -0.351685 3.824765 -0.451510 -0.236 0.150 0.066
H -2.389738 2.650861 2.551430 -0.108 -0.251 -0.029
H -1.948794 0.941521 2.853438 -0.115 0.143 -0.011
H -3.011602 1.346833 1.483489 -0.023 0.159 0.198
H -0.222412 3.433348 2.854501 0.165 -0.066 -0.033
H 1.281008 3.066880 1.959974 -0.093 0.102 0.219
H 0.601702 1.870560 3.090478 0.007 0.164 0.022
H -3.786411 -2.711612 -2.079825 0.148 0.088 0.056
H -2.149972 -3.379825 -1.805213 -0.197 0.089 -0.059
H -2.418598 -2.244000 -3.142974 -0.050 0.048 0.216
H -4.184450 -0.916251 0.553457 0.367 -0.146 -0.153
H -2.617655 -1.021176 1.420000 -0.294 -0.120 -0.239
H -3.347363 -2.495018 0.714153 0.079 0.321 -0.067
H -4.007443 0.252508 -2.061801 0.322 -0.043 0.154
H -2.352423 0.682895 -2.607383 -0.214 -0.085 0.183
H -2.938185 1.236260 -1.006240 -0.023 -0.351 -0.257
H 4.878768 1.018232 -1.717534 -0.228 -0.142 0.048
H 3.499439 0.267616 -2.602719 0.250 0.060 0.027
H 4.287930 -0.631673 -1.292078 -0.037 0.267 -0.038
H 4.204447 1.242875 1.427243 -0.295 -0.185 0.059
H 3.248391 -0.296771 1.388450 0.195 0.370 -0.032
H 2.445482 1.230250 1.862648 0.431 -0.114 -0.269
H 3.423556 3.276005 -1.116218 -0.497 -0.112 0.145
H 2.012464 3.304937 0.023977 0.319 -0.262 -0.362
H 1.759762 2.878430 -1.693705 0.371 0.017 0.195
C 0.781133 -1.666222 -3.593868 -1.615 0.360 -0.798
C 0.708729 -0.298502 -3.896099 -0.083 -0.282 -0.251
C -0.041665 0.118868 -5.000344 -0.408 0.180 -0.051
C -0.837513 -0.779176 -5.729906 0.241 -0.004 0.285
C -0.823597 -2.127190 -5.361233 -0.086 0.257 -0.224
C -0.036693 -2.565093 -4.312174 0.765 0.072 0.795
S 1.663394 -2.200545 -2.158639 -1.151 0.620 1.323
H 1.591200 0.261295 -0.675993 1.095 1.099 0.050
H 1.211403 0.432514 -3.246468 0.046 -0.240 -0.555
H -0.010567 1.169865 -5.281682 -0.135 -0.176 0.055
H -1.442509 -0.451221 -6.589260 0.446 -0.083 0.522
H -1.343897 -2.872929 -5.959051 -0.163 0.227 0.198
H -0.018231 -3.618327 -4.023516 0.009 0.266 -0.223
Cl 0.061161 -0.707683 4.656895 -0.034 0.065 -0.066
C 0.294268 -1.775329 3.333689 0.056 0.189 0.060
C 0.612356 -3.110007 3.563281 0.074 -0.133 -0.708
C 0.813411 -3.931285 2.451993 -0.050 0.020 0.024
C 0.673297 -3.417330 1.165524 0.046 0.399 -0.005
N 0.376896 -2.111087 0.977653 -0.364 0.871 -0.108
C 0.193084 -1.289346 2.038813 0.172 -0.715 0.315
H 0.713611 -3.478855 4.576541 -0.009 -0.056 -0.056
H 1.082691 -4.974040 2.586785 -0.073 0.116 -0.061
H 0.813726 -4.010960 0.257765 -0.021 0.111 0.407
H -0.022218 -0.236105 1.852685 0.065 -0.476 -0.031



Entry 4:
103
Properties=species:S:1:pos:R:3:forces:R:3 method="wB97M-V/def2-TZVPD" homo_lumo_gap_ha=0.2229 total_charge=-2
Sn -0.950887 -1.252481 -0.618398 -0.169 -0.324 0.170
Br -1.220656 -4.270951 1.873142 -0.182 0.124 -0.140
C 0.584631 -4.773681 1.504501 0.237 -0.055 0.035
Br 1.489223 -3.718007 0.165934 0.039 0.019 0.027
H 0.593634 -5.792400 1.144891 -0.048 -0.065 0.031
H 1.139965 -4.661951 2.426344 0.051 -0.074 0.033
C 0.849082 1.037124 2.305083 0.106 0.020 0.062
C 0.902959 1.888061 1.041277 0.088 -0.206 0.019
C 2.091511 2.846525 1.092870 0.012 -0.039 -0.082
C -0.405766 2.644968 0.887801 -0.092 -0.039 -0.086
O 1.075146 0.933631 -0.017177 -0.016 0.320 -0.156
Si 1.482856 1.079628 -1.615673 0.192 -0.347 0.269
S 0.864484 -0.699270 -2.489628 0.145 0.126 -0.164
O 3.138397 1.279087 -1.726280 -0.119 0.175 -0.203
C 4.241566 0.395826 -1.608545 -0.071 -0.007 0.150
C 4.021484 -0.603062 -0.474103 -0.059 -0.087 -0.026
C 4.480532 -0.331902 -2.930364 -0.112 0.032 -0.004
C 5.436181 1.286030 -1.290067 0.146 0.040 0.043
O 0.909318 2.529266 -2.123038 0.091 -0.049 0.070
C 0.988343 3.233182 -3.366706 -0.036 -0.136 0.045
C 0.840328 2.264742 -4.537795 -0.054 -0.083 0.110
C 2.322911 3.974954 -3.434281 0.030 -0.073 0.034
C -0.170068 4.217193 -3.350038 -0.107 0.051 -0.051
H 0.464842 1.628070 3.136742 0.023 0.030 0.140
H 1.842275 0.652466 2.563111 -0.129 0.095 -0.045
H 0.175564 0.193665 2.141188 -0.015 0.020 0.044
H 2.026790 3.466045 1.992528 0.011 0.002 -0.040
H 2.102549 3.495538 0.214014 -0.016 -0.026 0.020
H 3.030230 2.285657 1.114375 -0.032 0.016 0.025
H -0.488731 3.384083 1.691341 -0.028 -0.008 -0.028
H -1.257437 1.964943 0.945367 -0.020 0.024 -0.013
H -0.455273 3.153180 -0.073525 0.012 0.024 -0.025
H 3.168013 -1.245107 -0.703357 0.032 0.035 0.030
H 3.810255 -0.075397 0.460163 0.021 -0.013 -0.046
H 4.908718 -1.229501 -0.340038 -0.024 0.022 0.010
H 3.594490 -0.905384 -3.204587 0.011 -0.004 0.015
H 5.335196 -1.009066 -2.843180 -0.011 0.021 -0.013
H 4.684100 0.395830 -3.721105 -0.009 -0.028 0.021
H 5.288123 1.789064 -0.330763 -0.003 -0.017 -0.051
H 5.545170 2.047852 -2.065874 0.002 -0.025 0.030
H 6.355731 0.694361 -1.242713 -0.018 0.039 0.014
H 1.647900 1.526462 -4.536606 -0.019 0.054 -0.025
H 0.865246 2.816125 -5.481768 -0.002 -0.010 0.007
H -0.108961 1.729496 -4.451905 0.072 0.045 -0.020
H 3.143821 3.280593 -3.249435 -0.001 0.012 -0.053
H 2.355780 4.759396 -2.673404 0.018 -0.038 -0.002
H 2.450384 4.434920 -4.419095 -0.012 0.012 0.048
H -1.098573 3.686147 -3.138188 0.030 0.046 -0.069
H -0.255816 4.712530 -4.322199 -0.001 0.036 0.042
H -0.013787 4.976470 -2.579091 -0.010 -0.038 0.001
O -3.103359 2.766362 -1.344388 0.030 0.097 -0.007
S -2.839088 1.523749 -2.026746 0.138 -0.243 0.232
O -2.448363 1.646476 -3.417610 -0.032 0.032 0.083
O -1.892478 0.666387 -1.262896 -0.230 0.032 -0.241
C -4.408068 0.636330 -2.060405 -0.190 -0.188 0.078
C -5.086080 0.744326 -3.275475 0.133 0.007 0.183
C -6.316248 0.142346 -3.464755 -0.079 0.018 -0.067
C -6.885586 -0.593064 -2.439578 -0.085 -0.016 -0.020
C -6.222604 -0.719295 -1.232675 0.114 0.201 0.046
C -4.990346 -0.101601 -1.014145 0.063 0.048 -0.251
S -4.204722 -0.580068 0.546708 0.055 -0.063 -0.300
O -5.290838 -1.100929 1.355113 0.081 -0.081 0.028
O -3.509661 0.547024 1.122855 -0.017 0.001 -0.062
O -3.308163 -1.649064 0.040635 0.079 0.129 0.245
H -4.601560 1.290764 -4.072560 -0.034 0.005 -0.003
H -6.824694 0.238653 -4.417142 0.027 -0.009 -0.014
H -7.842166 -1.083007 -2.583463 0.015 -0.006 0.009
H -6.634539 -1.307745 -0.425670 -0.016 0.005 -0.008
C -1.094937 0.411788 5.794323 -0.053 0.019 -0.071
Ge 0.654439 0.143456 6.585971 0.135 0.004 0.247
C 0.471702 0.115454 8.547974 -0.089 0.041 0.040
C 1.961234 1.560439 6.212432 -0.024 0.023 -0.139
C 1.421697 -1.613723 6.173550 -0.002 -0.176 -0.069
Se 1.046322 -2.362501 4.404607 -0.023 0.081 -0.080
C 2.646529 -1.754474 3.469250 -0.023 -0.026 -0.026
H -1.381149 1.461604 5.874248 -0.031 -0.024 -0.001
H -1.829421 -0.191044 6.331899 -0.003 0.027 -0.040
H -1.121012 0.126320 4.743232 0.036 0.005 -0.001
H 0.058841 1.059803 8.912421 0.028 -0.049 0.005
H 1.449620 -0.035354 9.012116 -0.043 0.004 0.001
H -0.191546 -0.693601 8.863650 0.032 0.042 0.003
H 2.294626 1.990683 7.158908 0.024 -0.004 -0.043
H 1.533034 2.355011 5.602858 0.001 0.011 -0.027
H 2.829355 1.162535 5.684775 -0.017 0.033 0.004
H 1.008357 -2.331926 6.882837 0.047 -0.023 0.040
H 2.502687 -1.599590 6.318680 0.003 -0.055 0.029
H 3.076652 -0.914458 4.012090 -0.028 0.011 -0.043
H 2.345772 -1.428068 2.476414 0.048 -0.055 0.002
H 3.370749 -2.560866 3.389565 0.029 0.000 0.031
F -1.336686 -6.015571 -2.749405 -0.011 -0.091 -0.009
C -1.143191 -4.863035 -3.420214 0.050 0.227 0.318
F -1.456941 -5.104117 -4.709144 -0.099 -0.023 -0.044
F 0.162973 -4.606819 -3.374075 0.084 -0.036 -0.094
C -1.952039 -3.687780 -2.752970 -0.178 -0.344 -0.406
O -1.311229 -3.289151 -1.658981 -0.030 0.723 0.074
C -3.392573 -4.227051 -2.411115 0.274 0.179 0.218
F -4.257160 -3.225496 -2.255525 -0.111 0.052 -0.098
F -3.899798 -5.051053 -3.361170 0.011 -0.005 -0.027
F -3.364533 -4.913267 -1.268191 -0.051 -0.128 -0.018
C -2.103544 -2.552322 -3.825422 0.234 0.100 0.397
F -2.397902 -1.405351 -3.212058 -0.158 0.030 -0.038
F -0.953882 -2.362625 -4.481831 -0.004 -0.099 -0.191
F -3.060259 -2.780444 -4.741245 -0.061 -0.095 -0.079



Values of ΔE to the lowest compared entry with this formula, charge and spin, in order: 8.667 0.000 0.000 1.148, all in eV.
Values of E, in order: -20803.2070 -65240.5929 -128543.9546 -382904.4477, all in eV.